17
Properties=species:S:1:pos:R:3:forces:R:3 method="wB97M-V/def2-TZVPD" energy_ev=-23928.59436 charge=+1 largest_force_ha_per_bohr=0.0481 spin_multiplicity=1 gap_ev=4.098
C -1.962166 -0.959358 -1.246544 0.03 0.09 0.02
C -0.960703 -1.640671 -0.710093 -0.34 0.16 0.03
C 0.507307 -1.258362 -0.713643 0.54 -0.43 -0.02
N 0.741248 0.108628 -1.120149 -0.43 0.43 0.61
S 0.467575 1.270486 -0.161879 -1.85 -0.22 -1.47
C 0.468131 0.859174 1.555280 1.13 -0.02 0.15
O -0.733693 1.988488 -0.449866 0.26 0.20 0.29
O 1.693282 2.169944 -0.255710 1.68 -0.24 1.79
H -2.904159 -1.449125 -1.454070 -0.16 0.07 0.51
H -1.899580 0.086546 -1.511574 0.21 -0.09 -0.47
H -1.163777 -2.599792 -0.243498 0.26 -0.27 -0.36
H 0.971745 -1.521204 0.246001 -0.05 0.12 0.10
H 0.989767 -1.899247 -1.452487 0.04 0.04 -0.03
H 0.555833 1.862311 2.087298 -0.60 0.00 0.28
H 1.317976 0.207277 1.791675 -0.22 -0.41 -0.07
H -0.466258 0.416980 1.897892 -0.09 0.14 0.10
Pt 2.377473 2.357926 1.741369 -0.42 0.43 -1.46